(1)
Computed, not measured: a 5-piece molecular cluster, C76H59F3N2O14 overall, with ωB97M-V/def2-TZVPD.

Computed properties:
**Total charge**: 0
**LUMO energy**: -1.032 eV
**SMILES string**: CC(C)CCc1c(O)c2c(c(OCCNC[C@@H](C)O)c1COC(F)(F)F)C(=O)NC2=O.O=C1c2ccccc2C(=O)c2ccccc21.O=C1c2ccccc2C(=O)c2ccccc21.O=C1c2ccccc2C(=O)c2ccccc21.O=C1c2ccccc2C(=O)c2ccccc21

Atoms and positions in Å:
C 5.00341 -10.83506 1.87594
C 5.12569 -9.38185 1.38027
C 4.19868 -9.13563 0.18786
C 6.62420 -9.01193 1.17087
C 7.12303 -8.68095 -0.25779
C 8.00144 -7.45240 -0.25732
C 7.37293 -6.21376 -0.05187
O 6.01616 -6.14621 0.13397
C 8.13861 -5.07761 0.07133
C 9.52756 -5.13871 -0.00226
C 10.17868 -6.33759 -0.22429
O 11.53040 -6.42773 -0.23167
C 12.21373 -5.94488 -1.41040
C 13.35608 -5.00564 -1.03491
N 14.65035 -5.49585 -1.51936
C 14.76639 -5.68002 -2.96100
C 14.33021 -4.51534 -3.85224
C 15.26625 -3.31639 -3.72164
O 14.27566 -4.94547 -5.21808
C 9.40070 -7.50157 -0.36996
C 10.13541 -8.80439 -0.57755
O 9.66771 -9.55615 -1.70358
C 10.17091 -9.27078 -2.91712
F 9.22392 -9.47462 -3.84181
F 11.22726 -10.06522 -3.21886
F 10.60015 -7.98828 -3.01854
C 10.06833 -3.76835 0.20554
O 11.17054 -3.33249 0.03891
N 8.96121 -2.99148 0.63098
C 7.75581 -3.66189 0.32462
O 6.68341 -3.13298 0.25315
H 5.62288 -11.51154 1.28245
H 5.32424 -10.90081 2.91959
H 3.96501 -11.17151 1.83686
H 4.76834 -8.74587 2.19682
H 3.23252 -9.60990 0.37166
H 4.58525 -9.56680 -0.73957
H 4.01369 -8.06942 0.02965
H 7.22468 -9.84924 1.54097
H 6.87503 -8.17167 1.82406
H 7.67649 -9.52270 -0.66523
H 6.29169 -8.50784 -0.94045
H 5.55967 -6.38674 -0.68093
H 12.60462 -6.82696 -1.92401
H 11.48112 -5.47581 -2.07427
H 13.12923 -3.98703 -1.37127
H 13.39166 -4.97582 0.05626
H 15.36566 -4.85050 -1.21074
H 15.82641 -5.87658 -3.17154
H 14.22501 -6.58355 -3.26181
H 13.30312 -4.21514 -3.62639
H 14.82030 -2.44001 -4.19686
H 16.18774 -3.54273 -4.26470
H 15.49925 -3.08183 -2.68131
H 14.95428 -5.61603 -5.35101
H 11.20360 -8.60897 -0.66262
H 9.99544 -9.46218 0.28251
H 9.00374 -2.01223 0.37406
O 3.49722 0.33832 0.95922
C 2.47523 -0.31321 0.92802
C 1.14546 0.35849 0.82291
C 1.09728 1.74515 0.73847
C -0.12316 2.38676 0.61985
C -1.30251 1.64946 0.58267
C -1.26011 0.26926 0.67459
C -0.03723 -0.38076 0.79731
C -0.01691 -1.86900 0.91044
O -1.04892 -2.50560 0.93352
C 1.31041 -2.53840 0.99638
C 1.35983 -3.92370 1.08001
C 2.58664 -4.56191 1.14931
C 3.77041 -3.83110 1.12620
C 3.72734 -2.44941 1.05139
C 2.49842 -1.80199 0.99062
H 2.02243 2.30458 0.76369
H -0.15863 3.46684 0.55034
H -2.25386 2.15479 0.47684
H -2.16704 -0.31903 0.65212
H 0.43516 -4.48406 1.09223
H 2.62439 -5.64262 1.21964
H 4.71926 -4.34541 1.16258
H 4.63518 -1.86508 1.03376
O -3.42053 5.85525 -1.84611
C -3.51963 5.34003 -2.94162
C -4.57052 5.77344 -3.90368
C -5.41407 6.81595 -3.54532
C -6.40362 7.23810 -4.41712
C -6.54700 6.62366 -5.65609
C -5.70705 5.58410 -6.01974
C -4.71830 5.15203 -5.14466
C -3.83701 4.01787 -5.54656
O -3.98837 3.45054 -6.60666
C -2.76213 3.60682 -4.59697
C -1.90634 2.57236 -4.95505
C -0.89570 2.18069 -4.09287
C -0.73433 2.82092 -2.86886
C -1.58745 3.84791 -2.50547
C -2.60471 4.24374 -3.36427
H -5.28667 7.28598 -2.57962
H -7.07004 8.04129 -4.13128
H -7.32059 6.95442 -6.33598
H -5.81125 5.09301 -6.97732
H -2.04497 2.08398 -5.90970
H -0.23181 1.37315 -4.37196
H 0.05569 2.51378 -2.19655
H -1.47732 4.35356 -1.55577
O -9.83718 5.82860 -3.00841
C -10.10197 5.47155 -1.87962
C -9.05208 5.41057 -0.82327
C -7.75640 5.79291 -1.14552
C -6.76517 5.77472 -0.17817
C -7.07035 5.38003 1.12043
C -8.35850 4.98983 1.44605
C -9.35347 4.99775 0.47575
C -10.72923 4.56096 0.84257
O -10.98590 4.15119 1.95543
C -11.78743 4.65069 -0.20418
C -13.08933 4.29405 0.12509
C -14.09158 4.38489 -0.82554
C -13.79847 4.83188 -2.10931
C -12.50211 5.18342 -2.44452
C -11.49193 5.09345 -1.49502
H -7.53620 6.09085 -2.15956
H -5.75247 6.06302 -0.43432
H -6.29864 5.37551 1.87917
H -8.60753 4.68115 2.45185
H -13.30302 3.95277 1.12847
H -15.10529 4.10908 -0.56674
H -14.58482 4.90606 -2.84889
H -12.25835 5.52996 -3.43925
O -13.02152 6.84082 4.83345
C -12.04064 7.24196 5.42213
C -10.81026 6.40800 5.53711
C -10.78557 5.15949 4.92972
C -9.64451 4.37848 5.00459
C -8.52404 4.84054 5.68572
C -8.54405 6.08384 6.29681
C -9.68608 6.87101 6.22665
C -9.68804 8.19935 6.90252
O -8.72946 8.58363 7.53795
C -10.91083 9.04305 6.76790
C -10.92875 10.30012 7.35987
C -12.04607 11.10730 7.23351
C -13.15105 10.66304 6.51508
C -13.14101 9.40914 5.92888
C -12.02288 8.59372 6.05409
H -11.65624 4.80950 4.39478
H -9.63085 3.40924 4.52354
H -7.63240 4.22899 5.73949
H -7.68195 6.45592 6.83299
H -10.06112 10.63162 7.91336
H -12.05807 12.08631 7.69423
H -14.02155 11.29781 6.41410
H -13.99370 9.04790 5.37081

=====

(2)
Computed, not measured: a 13-piece molecular cluster, C78H184O41P2 overall in a non-equilibrium geometry, with ωB97M-V/def2-TZVPD.

Computed properties:
**Relative energy (zero: lowest compared OMol25 entry of this formula, charge and spin)**: 31.7 kJ/mol
**Total charge**: 0
**LUMO energy**: 0.245 eV

Atoms and positions in Å:
C -22.12054 8.67799 24.86938
O -22.99621 7.79016 25.46051
C -22.96927 6.47120 24.85481
C -21.76953 5.63763 25.38076
O -20.67335 5.90255 24.49502
C -19.41332 5.14835 24.66537
C -19.57034 3.73830 24.17011
O -20.44565 2.89191 24.87279
C -20.35230 2.80411 26.31792
H -21.08188 8.63634 25.19731
H -22.39086 9.72013 25.03962
H -22.10111 8.64453 23.78006
H -22.92138 6.46401 23.76588
H -23.97957 6.06483 24.90229
H -22.04409 4.60287 25.17581
H -21.54709 5.77569 26.43886
H -19.15753 5.09757 25.72371
H -18.59149 5.74694 24.27246
H -18.54368 3.37231 24.15898
H -19.82137 3.77450 23.11003
H -19.52398 2.13345 26.54639
H -21.13428 2.06930 26.50936
H -20.38808 3.68366 26.96075
C -23.65169 -6.78621 20.65949
O -24.47957 -7.85352 20.86968
C -25.57374 -7.90770 20.00338
C -25.71265 -9.43676 19.77449
O -24.78092 -10.11236 18.93693
C -24.17120 -9.43197 17.82112
C -23.35389 -10.33418 16.86570
O -24.13059 -11.38781 16.17664
C -24.77045 -12.34089 17.00500
H -22.61424 -7.10128 20.77135
H -23.97366 -5.89096 21.19143
H -23.64515 -6.42986 19.62940
H -25.43832 -7.27502 19.12618
H -26.41629 -7.56518 20.60412
H -26.69988 -9.52139 19.32028
H -25.70281 -9.87029 20.77452
H -23.39794 -8.76879 18.20888
H -24.84240 -8.92793 17.12574
H -22.56226 -10.82604 17.43095
H -22.83250 -9.62455 16.22331
H -25.30218 -12.99786 16.31670
H -25.57861 -11.92753 17.60842
H -24.04116 -12.93175 17.55919
C -19.63482 -11.61933 14.77868
O -19.26166 -12.33693 13.67013
C -19.76721 -11.97245 12.34063
C -19.54962 -10.43059 11.94166
O -20.62333 -9.65953 12.33103
C -20.64616 -8.27125 12.19182
C -21.57600 -7.66450 13.27170
O -20.87259 -7.75370 14.49295
C -19.76356 -6.93086 14.91007
H -20.70905 -11.44925 14.85082
H -19.21643 -10.63147 14.58587
H -19.26904 -11.95795 15.74803
H -20.68754 -12.40532 11.94859
H -18.90045 -12.30037 11.76679
H -19.67204 -10.50507 10.86112
H -18.58516 -9.96197 12.13744
H -20.77197 -8.01552 11.13974
H -19.62065 -7.92764 12.32727
H -22.53930 -8.15124 13.42416
H -21.64764 -6.60267 13.03616
H -19.86859 -6.62067 15.94970
H -19.58859 -6.10616 14.21915
H -18.86575 -7.53799 14.79417
C -20.79344 -2.66995 17.43016
O -22.12162 -2.34754 17.58889
C -22.46353 -1.20673 18.33138
C -22.57943 0.14908 17.47888
O -21.59650 0.17759 16.42292
C -21.50798 1.27753 15.50355
C -21.19330 2.49901 16.34819
O -19.89797 2.54305 16.90992
C -19.48117 1.56350 17.84092
H -20.32058 -2.36916 16.49527
H -20.50649 -3.71001 17.58521
H -20.18459 -2.05931 18.09689
H -21.96436 -1.07362 19.29117
H -23.44824 -1.47301 18.71549
H -22.69725 0.97040 18.18573
H -23.57271 0.20863 17.03397
H -22.43258 1.27004 14.92636
H -20.72263 1.03482 14.78772
H -21.87264 2.76546 17.15789
H -21.26963 3.30975 15.62364
H -20.32289 1.34558 18.49828
H -18.54512 1.74222 18.37003
H -19.30290 0.61427 17.33566
C -22.11118 -0.51601 25.21138
O -23.33112 0.00190 24.85569
C -23.23863 1.30562 24.47988
C -24.54709 1.76326 23.64372
O -25.03796 0.74505 22.73478
C -26.36350 0.99660 22.08932
C -26.99127 -0.43882 21.75557
O -27.82638 -0.60811 20.66955
C -29.17139 -1.01599 20.81978
H -21.25018 -0.43110 24.54838
H -22.13409 -1.58908 25.40138
H -21.88391 0.02165 26.13191
H -22.30862 1.62380 24.00879
H -23.28741 1.91121 25.38486
H -24.13475 2.57990 23.05112
H -25.30911 2.13003 24.33140
H -26.19471 1.56313 21.17354
H -27.10556 1.50464 22.70523
H -27.30250 -0.98397 22.64666
H -26.16925 -1.10543 21.49474
H -29.78686 -0.34959 20.21546
H -29.53505 -0.79851 21.82405
H -29.28642 -2.08912 20.66725
C -14.42952 -1.27993 24.58574
O -13.77500 -0.60374 23.47579
C -13.49021 0.81608 23.75145
C -14.69732 1.79348 24.02108
O -15.08263 1.88058 25.42036
C -16.21235 2.68647 25.66058
C -16.12026 3.20070 27.06957
O -17.08154 4.29687 27.28538
C -17.25336 4.52926 28.66376
H -13.94856 -1.02090 25.52897
H -14.47560 -2.35647 24.42133
H -15.48740 -1.01811 24.56513
H -13.00023 1.03409 22.80251
H -12.76350 0.82432 24.56381
H -15.54673 1.51348 23.39801
H -14.36703 2.81001 23.80738
H -17.13539 2.14067 25.46513
H -16.24453 3.53506 24.97723
H -15.15120 3.49580 27.47197
H -16.48087 2.36106 27.66377
H -16.30897 4.58401 29.20527
H -17.71815 3.62810 29.06372
H -17.88031 5.40762 28.81713
C -23.28374 -4.40347 14.85867
O -24.54303 -4.78545 14.58696
C -25.16201 -5.57539 15.66267
C -26.62810 -5.76480 15.44589
O -27.50613 -4.64864 15.35786
C -27.71345 -3.82212 16.50867
C -28.07757 -4.70455 17.77614
O -26.94055 -4.88323 18.59047
C -26.55668 -3.80297 19.46002
H -23.35690 -3.93885 15.84197
H -22.80279 -3.79429 14.09337
H -22.54890 -5.17390 15.09226
H -24.95437 -5.03691 16.58735
H -24.64998 -6.51839 15.85421
H -26.97884 -6.60082 16.05100
H -26.75383 -6.32055 14.51668
H -28.67647 -3.38847 16.23918
H -26.96505 -3.06762 16.75101
H -28.31638 -5.74735 17.56722
H -28.89539 -4.24993 18.33525
H -26.69064 -2.78946 19.08194
H -25.52908 -3.92377 19.80286
H -27.15193 -3.80878 20.37312
C -14.56340 -8.10879 19.41327
O -15.12163 -9.26656 19.99343
C -15.97342 -10.05144 19.17249
C -17.21286 -9.35271 18.63072
O -16.85187 -8.34389 17.65229
C -16.45739 -8.83033 16.33093
C -15.62337 -7.93837 15.41309
O -15.99045 -8.16182 14.12011
C -15.85659 -9.45697 13.55625
H -15.09876 -7.15999 19.44907
H -14.37426 -8.43310 18.38997
H -13.58897 -7.88895 19.84944
H -16.16279 -11.03855 19.59421
H -15.41600 -10.53788 18.37202
H -17.86981 -8.96104 19.40733
H -17.78160 -10.11587 18.09948
H -17.44128 -9.05420 15.91868
H -16.02964 -9.83057 16.39900
H -14.56050 -8.12173 15.57051
H -15.88046 -6.90753 15.65678
H -16.50480 -9.70572 12.71599
H -16.03012 -10.25636 14.27664
H -14.83514 -9.68164 13.24921
C -18.69148 -14.38894 26.48099
O -17.63717 -15.16535 25.92264
C -16.54053 -14.49002 25.28800
C -16.98251 -13.63344 24.09485
O -16.86837 -12.28142 24.31770
C -17.66674 -11.46828 23.36732
C -17.35770 -11.64536 21.87097
O -17.92686 -12.91846 21.44897
C -17.35932 -13.66640 20.38532
H -19.06602 -14.94533 27.34021
H -19.40737 -14.17539 25.68727
H -18.32220 -13.38153 26.67295
H -15.81535 -15.16896 24.83939
H -16.01766 -13.92219 26.05760
H -17.94639 -14.02106 23.76503
H -16.24963 -14.01485 23.38385
H -17.73689 -10.43284 23.70056
H -18.68619 -11.77503 23.60126
H -16.27820 -11.49776 21.83964
H -17.91859 -10.84150 21.39421
H -17.42305 -13.22574 19.39040
H -17.78320 -14.67060 20.39003
H -16.31236 -13.81105 20.65186
C -14.02015 -4.46976 17.83745
O -12.71281 -3.99548 17.99619
C -12.68322 -2.61397 17.99880
C -13.35580 -1.93291 19.34286
O -14.80042 -1.98715 19.38075
C -15.53560 -1.34360 20.43573
C -16.12766 -2.35677 21.44514
O -16.90269 -1.71746 22.48649
C -17.80334 -0.73527 22.07860
H -13.97877 -5.55449 17.73877
H -14.56426 -4.13479 16.95436
H -14.60844 -4.25340 18.72920
H -13.03939 -2.20568 17.05300
H -11.61729 -2.41983 18.11798
H -13.01359 -0.90177 19.43083
H -13.01228 -2.50606 20.20402
H -16.30070 -0.84372 19.84173
H -14.92399 -0.61102 20.96238
H -15.33997 -2.88311 21.98422
H -16.79522 -3.14665 21.10082
H -18.31951 -0.38714 22.97330
H -18.56051 -1.00675 21.34300
H -17.33582 0.13764 21.62301
C -19.13191 -6.88901 29.60889
O -18.79629 -6.90413 31.02719
C -19.80646 -7.15144 31.96040
C -19.47392 -6.78818 33.37560
O -18.64326 -7.79591 33.97842
C -17.27323 -7.79932 33.62795
C -16.40798 -8.61169 34.69415
O -15.12458 -8.87107 34.12312
C -14.16818 -7.83702 34.26673
H -19.63218 -6.01323 29.19557
H -19.79101 -7.73242 29.40307
H -18.16955 -7.09903 29.14214
H -19.86614 -8.23193 31.82970
H -20.74179 -6.65294 31.70593
H -20.37508 -6.64868 33.97273
H -18.94630 -5.86937 33.63155
H -16.78331 -6.82911 33.54563
H -17.10964 -8.11863 32.59869
H -16.88855 -9.58957 34.72433
H -16.36817 -8.15307 35.68216
H -13.21581 -8.13133 33.82574
H -13.85330 -7.68878 35.29968
H -14.62345 -6.88377 33.99814
C -25.24558 -2.00520 27.17754
C -24.66749 -3.37921 27.56381
O -25.00605 -4.28159 26.55495
P -26.48168 -4.90664 26.34877
O -27.29372 -5.32817 27.54084
O -27.27920 -3.85650 25.35620
C -28.42800 -4.23221 24.57522
C -28.32581 -3.83245 23.06913
O -25.98439 -6.12891 25.45332
C -26.62494 -7.33924 25.39919
C -25.89868 -8.43446 26.17861
H -24.80495 -1.23994 27.81655
H -24.83633 -1.62696 26.24077
H -26.30771 -1.80865 27.03145
H -23.58303 -3.47473 27.61796
H -24.91287 -3.43704 28.62426
H -28.72048 -5.28221 24.58188
H -29.20712 -3.69002 25.11104
H -27.93433 -2.84827 22.81179
H -27.71603 -4.65697 22.69975
H -29.31103 -3.78952 22.60481
H -27.70034 -7.31940 25.57587
H -26.54008 -7.61606 24.34834
H -24.82461 -8.28303 26.07118
H -26.13777 -8.64846 27.22031
H -26.05014 -9.41534 25.72800
C -19.43183 -3.98546 26.84379
C -19.15312 -3.65022 25.43589
O -20.33156 -3.93063 24.77020
P -20.50631 -3.93422 23.10485
O -19.81880 -2.71509 22.45100
O -21.99182 -4.25633 22.63674
C -23.08899 -3.33927 22.88289
C -24.26018 -4.09352 23.41026
O -19.64192 -5.26934 22.57494
C -18.88338 -5.18152 21.38168
C -19.84403 -5.44945 20.24183
H -20.34357 -3.56145 27.26458
H -19.50147 -5.06948 26.93405
H -18.66520 -3.81452 27.59953
H -18.73928 -2.64890 25.31673
H -18.33293 -4.23850 25.02441
H -22.79359 -2.52448 23.54392
H -23.30964 -2.81020 21.95580
H -24.82485 -4.61342 22.63634
H -24.02069 -4.89267 24.11176
H -25.09362 -3.43533 23.65570
H -18.45501 -4.17969 21.41226
H -18.11996 -5.95149 21.49322
H -20.47290 -4.60722 19.95326
H -19.32707 -5.71779 19.32051
H -20.46311 -6.31555 20.47576

=====

| no. | M (g mol⁻¹) | electronic energy (hartree) | orbital gap (eV) |
| --- | --- | --- | --- |
| 1 | 1281.30 | -4394.12532 | 7.98 |
| 2 | 1840.24 | -6848.88086 | 9.27 |